Record 1
10
Properties=species:S:1:pos:R:3:forces:R:3 method="wB97M-V/def2-TZVPD" charge=-1 homo_energy_ha="-0.1625 / -0.1625"
C 0.563797 -0.191086 -1.097581 0.73 -0.13 1.12
C -0.231987 0.972898 -0.565596 -0.91 -3.20 1.31
N 1.322549 -1.800485 0.979840 -0.31 -0.79 -2.48
O 2.044142 0.535409 1.132189 -0.18 -0.38 -0.73
O 3.100113 -0.751263 -0.730702 -2.11 0.06 1.47
S 1.888168 -0.555334 0.152604 1.34 -0.48 -0.83
H -1.289707 0.779432 -0.786475 -0.02 -0.10 -0.15
H -0.105629 0.941909 0.530582 0.03 1.21 -0.34
H -0.038154 1.833939 -1.120317 0.90 1.75 -0.52
H 1.203164 -2.662832 0.324661 0.53 2.06 1.14



Record 2
10
Properties=species:S:1:pos:R:3:forces:R:3 method="wB97M-V/def2-TZVPD" homo_energy_ha="-0.3115 / -0.3065"
C -1.391505 0.277159 -1.056793 0.74 -0.70 -0.56
C -0.344371 0.546926 -0.053067 2.02 -1.52 -0.99
C 0.716162 -0.493064 0.269588 0.75 1.03 2.85
S -0.091379 1.399141 -1.659400 0.41 -0.07 -0.01
S 2.506865 -1.511376 2.645141 -0.62 0.88 -0.68
S 1.299840 -0.145069 1.869781 -0.17 -1.87 -1.97
H -1.252389 -0.773749 -1.439841 -1.02 1.33 0.13
H -2.307564 0.868991 -1.100232 -0.08 -0.99 0.49
H -0.359537 1.136651 0.817911 -1.15 1.22 0.60
H 1.223878 -1.305609 -0.293088 -0.88 0.69 0.14



Record 3
12
Properties=species:S:1:pos:R:3:forces:R:3 method="wB97M-V/def2-TZVPD" charge=+1 homo_energy_ha=-0.5038
C 1.412655 -0.675544 0.260765 1.56 -6.45 -0.40
N 1.162903 0.651585 0.180886 0.71 3.56 0.33
C 0.034418 1.154043 -0.101530 -3.38 -1.87 -0.37
C -1.207619 0.333221 -0.224769 -2.57 -1.38 -0.04
C -2.141368 -0.192532 0.812628 0.64 0.59 0.87
C -2.458926 -0.426515 -0.477360 3.09 0.84 -2.24
H 1.353074 -1.128755 -0.770932 0.22 0.48 0.72
H 2.464878 -1.039922 0.645957 -2.28 1.32 -0.40
H 0.572814 -1.209246 0.773311 0.95 0.46 0.13
H 1.895618 1.328707 0.379752 0.13 -0.18 -0.16
H -0.043810 2.203451 -0.162961 -0.31 1.13 -0.12
H -3.044639 -0.998496 -1.315747 1.24 1.52 1.69



Record 4
14
Properties=species:S:1:pos:R:3:forces:R:3 method="wB97M-V/def2-TZVPD" homo_energy_ha=-0.2837
O 3.277314 -0.369908 0.158775 1.43 1.14 0.22
C 2.216198 -0.891609 0.043179 -1.14 -1.71 -0.51
C 0.944758 -0.151979 -0.057701 -2.21 -2.23 0.22
C -0.333602 -0.692773 -0.065021 2.50 1.14 0.73
O -0.602482 -1.997741 -0.133996 -2.51 0.54 -0.48
C -1.471840 0.325503 -0.040065 1.28 0.21 2.54
C -0.882388 1.745254 0.024483 0.28 0.32 -0.88
S 0.935515 1.549309 -0.048689 0.88 2.23 -0.19
H 2.253122 -2.045160 -0.014660 -0.83 1.08 0.07
H 0.062181 -2.564767 0.188616 1.54 -0.76 0.49
H -1.896461 0.264657 -0.964143 -2.00 -0.53 -2.30
H -2.191013 0.276235 0.812002 0.39 -0.86 -0.88
H -1.283026 2.307991 -0.909335 0.87 -0.43 2.01
H -1.028270 2.244982 1.006556 -0.50 -0.13 -1.02



no.,electronic energy (a.u.)
1,-681.915751
2,-1311.182008
3,-248.400587
4,-742.734413